[1]
Below is a 3-piece molecular cluster, C6H14N2 overall at a distorted geometry, with properties calculated with ωB97M-V/def2-TZVPD.

Each line ends with the natural charge from an NBO analysis.
Positions of all 22 atoms, in Å:
H 0.435 0.866 3.375  0.222
H 0.963 1.985 -0.923  0.220
H 0.240 -0.146 -2.512  -0.217
H -0.550 2.154 -0.018  0.226
H -2.055 -0.296 -1.700  0.228
H 1.765 -2.469 -1.168  0.398
H 0.989 1.815 1.971  0.216
H -1.643 -1.420 -0.389  0.214
H -0.584 2.000 -1.778  0.230
H -0.734 1.563 2.232  0.216
N 0.435 -1.284 2.032  -0.704
C 0.300 -0.159 1.484  0.229
C 0.912 -0.643 -0.959  0.072
C -0.201 0.169 -0.741  0.090
H 1.886 -0.173 -0.954  0.228
H -2.204 0.203 -0.006  0.234
N 0.918 -2.003 -0.882  -0.804
C -0.078 1.664 -0.870  -0.652
C -1.603 -0.378 -0.707  -0.671
C 0.248 1.091 2.320  -0.714
H 0.484 -2.051 1.351  0.347
H 0.077 -2.488 -1.157  0.393

Highest occupied orbital energy, hartree: -0.2287
Kohn-Sham gap, eV: 6.897
Max |F|, eV/A: 3.5
E, eV: -9424.14119
Charge: 0

---

[2]
Below is one molecule with the formula C6H14N2 at a distorted geometry, with properties calculated with ωB97M-V/def2-TZVPD.

Each line ends with the natural charge from an NBO analysis.
Positions of all 22 atoms, in Å:
H -1.497 1.420 2.077  0.169
N 1.566 -1.954 0.007  -0.821
H -1.660 -0.740 0.460  0.196
H -0.252 -2.452 0.792  0.176
C -0.917 0.168 -1.388  -0.435
C 0.299 1.678 -0.032  -0.230
H 1.406 2.059 0.084  0.194
H -0.800 -0.295 2.473  0.204
H -0.241 2.263 -2.060  0.227
H -0.380 2.488 0.418  0.183
H -0.760 -0.497 -2.266  0.214
H 2.031 -1.631 -0.773  0.348
N 0.097 0.374 0.778  -0.452
C 0.157 1.342 -1.579  -0.422
H 1.902 -1.373 0.814  0.373
H -1.998 0.463 -1.541  0.215
H 0.045 1.291 2.733  0.201
C 0.140 -1.838 -0.051  -0.219
C -0.597 0.690 2.103  -0.419
H -0.516 -2.344 -0.859  0.179
C -0.751 -0.458 -0.034  -0.091
H 1.091 0.915 -1.966  0.210

Structure (SMILES): CN1CCC[C@H]1CN
Highest occupied orbital energy, hartree: -0.3073
Kohn-Sham gap, eV: 9.404
Max |F|, eV/A: 4.8
E, eV: -9426.96074
Charge: 0

---

[3]
Below is C6H14N2 as an isolated structure at a distorted geometry, with properties calculated with ωB97M-V/def2-TZVPD.

Each line ends with the natural charge from an NBO analysis.
Positions of all 22 atoms, in Å:
H -3.689 0.204 -0.536  0.225
H -1.494 1.476 -0.483  0.522
H -3.295 -0.538 1.030  0.209
H 2.701 -1.654 -0.444  0.194
H 1.766 -1.005 1.662  0.192
H 2.772 0.580 -1.522  0.349
C -0.716 0.038 0.997  -0.182
C -1.558 0.207 -0.037  0.055
H 1.175 0.449 -1.784  0.362
C 1.840 -0.186 0.921  -0.396
H 2.794 0.294 1.115  0.199
H 0.911 -1.411 -0.526  0.183
H -0.880 0.124 -1.894  0.437
N 2.002 -0.056 -1.581  -0.853
H -2.931 -1.296 -0.617  0.221
C 0.618 0.742 1.141  -0.457
C 1.893 -0.929 -0.412  -0.217
H 0.845 1.213 2.096  0.223
C -2.940 -0.390 -0.005  -0.643
H 0.652 1.471 0.305  0.215
H -1.217 -0.177 1.908  0.203
N -1.249 0.842 -1.336  -1.041

Highest occupied orbital energy, hartree: -0.3220
Kohn-Sham gap, eV: 9.420
Max |F|, eV/A: 3.9
E, eV: -9425.01990
Charge: 0

---

[4]
Below is a 2-piece molecular cluster, C6H14N2O overall, with properties calculated with ωB97M-V/def2-TZVPD.

Each line ends with the natural charge from an NBO analysis.
Positions of all 23 atoms, in Å:
H 0.094 -0.983 1.874  0.232
C -1.711 1.563 0.322  -0.669
O 2.059 0.139 0.621  -0.713
H -1.214 -1.816 -0.099  0.224
N 0.798 -0.342 -2.008  -0.339
H 2.725 -1.165 -1.665  0.206
H 1.498 -1.846 -0.594  0.187
H -2.749 1.502 0.674  0.218
C -1.302 -0.792 -0.458  -0.684
N 0.854 0.794 -1.342  -0.275
C -1.038 0.228 0.491  0.180
H -0.438 -0.713 -1.374  0.321
H 2.233 0.549 1.475  0.483
H 1.138 1.977 0.278  0.165
H 1.503 -2.268 -2.325  0.199
C -0.605 -0.146 1.880  -0.669
H -1.724 1.863 -0.725  0.241
C 1.223 0.965 -0.107  0.288
H -1.220 2.348 0.900  0.208
H -0.144 0.690 2.411  0.202
H -2.176 -0.631 -1.090  0.239
C 1.679 -1.469 -1.604  -0.470
H -1.483 -0.448 2.465  0.227

Highest occupied orbital energy (alpha / beta), hartree: -0.2854 / -0.2853
Kohn-Sham gap (alpha / beta), eV: 8.301 / 8.300
Max |F|, eV/A: 0.4
E, eV: -11472.64091
Charge: 0

---

Record order is preserved below.
Energy above the lowest of the compared OMol25 structures with the same formula, charge and spin: 5.343 2.524 4.464 5.129 eV